No. 1
62
Properties=species:S:1:pos:R:3:forces:R:3:nbo_charge:R:1 method="wB97M-V/def2-TZVPD" fmax_ev_per_a=0.42 spin_multiplicity=1 de_lowest_ev=0.000 gap_ev=7.55 total_energy_ev=-45306.6510 charge=+3
N -0.621982 0.924370 -3.223447 0.0564 -0.0233 0.0466 -0.673
H 0.803804 -4.756269 2.372648 -0.0067 -0.0064 -0.0040 0.411
C -4.457245 -1.016188 -1.032550 0.0392 0.0138 -0.0183 -0.216
H 2.910922 1.898572 -0.789346 0.0106 0.0098 -0.0010 0.223
H -3.317863 0.096083 3.709188 -0.0103 -0.0009 0.0077 0.249
C -0.414085 -4.124202 -1.735492 -0.0126 0.1286 -0.0779 0.064
C 1.587430 1.322995 2.150291 0.0776 -0.0232 0.0573 0.173
O 1.795610 -0.223263 -1.897951 -0.0294 -0.0200 0.0963 -0.839
H -5.069455 -1.295107 -1.877862 -0.0023 -0.0016 -0.0075 0.261
O -0.452862 2.498783 -1.107181 0.0804 0.0437 0.1967 -0.777
Y 0.016147 0.331310 -0.595133 -0.0541 0.2989 -0.2920 2.149
N -0.623055 0.455362 1.730664 0.0008 0.0227 0.1027 -0.597
C -4.928034 -1.105901 0.265963 0.0127 0.0067 -0.0048 -0.096
N -0.628756 2.322630 -3.347433 -0.0277 0.0013 0.0250 -0.450
H 0.598685 -2.408067 1.448300 0.0021 -0.0148 0.0126 0.204
C -3.167047 -0.561014 -1.225881 -0.0566 -0.0099 0.0152 0.078
H 4.620731 2.476262 3.092228 -0.0034 0.0063 0.0160 0.263
C -0.586462 5.220408 -1.264094 0.0030 0.0165 -0.0020 -0.256
H -0.636063 6.215399 -1.689908 0.0030 -0.0082 0.0239 0.242
C -2.815414 -0.270112 1.033341 -0.0886 -0.0572 -0.0728 0.150
H 3.514136 -0.675566 -0.148221 0.0206 -0.0061 -0.0017 0.419
N -0.134954 -4.896969 -0.704662 0.0193 -0.1134 0.0942 -0.391
H -4.452589 -0.810536 2.323819 0.0012 -0.0007 0.0076 0.245
N 3.039740 -1.609863 -3.175518 -0.1112 0.0465 0.0341 -0.767
N 3.640877 -1.193262 -1.000076 -0.0643 -0.0457 0.0525 -0.779
H -0.557270 -2.120003 -2.528136 0.0076 0.0149 -0.0078 0.197
H 2.432353 -1.428999 -3.954734 0.0276 -0.0449 -0.0509 0.423
C -1.396824 0.744925 4.372447 0.0027 -0.0101 -0.0336 -0.093
H 2.530893 1.603344 4.067598 -0.0087 0.0126 0.0114 0.248
N 1.720944 1.369693 0.812398 0.0364 -0.1443 -0.0690 -0.579
H 3.849976 -2.186956 -3.331236 0.0204 0.0058 -0.0081 0.431
H 0.336903 5.078882 -0.709247 -0.0123 0.0015 -0.0013 0.202
N 0.516416 -5.111456 1.478817 0.0339 -0.0635 0.0829 -0.747
H 0.435978 -6.109313 1.359966 -0.0019 0.0092 -0.0031 0.438
H 0.596427 1.435752 4.710634 0.0074 0.0080 0.0013 0.249
C 3.914522 2.288866 1.071174 -0.0202 -0.0019 -0.0167 -0.226
O -0.600295 4.329834 -2.418872 -0.0825 -0.0325 -0.0379 -0.443
H 4.804555 2.689866 0.608059 0.0082 0.0048 -0.0104 0.263
C 2.857271 1.859830 0.292061 -0.0075 -0.0177 0.0630 0.055
C 2.801021 -0.992025 -2.019854 0.0999 0.0337 -0.0913 0.822
C -0.563097 3.055521 -2.217266 0.0476 -0.1489 -0.0810 0.933
C 0.250404 0.907031 2.652255 -0.0591 0.0398 0.1168 0.191
N -2.353585 -0.189913 -0.230571 0.0184 -0.0480 -0.0137 -0.574
N 0.034168 -2.142826 -0.524112 -0.0278 -0.0079 0.0424 -0.529
C 0.316790 -2.901333 0.524711 -0.0581 -0.0987 -0.0385 -0.041
C -0.331183 -2.741518 -1.670065 0.0225 -0.0557 0.0692 -0.092
H -5.928439 -1.463225 0.469102 -0.0067 -0.0046 -0.0008 0.262
H -1.450494 0.557093 -3.684747 0.0428 -0.0075 -0.0084 0.396
H -1.455766 5.017681 -0.644943 0.0145 0.0084 0.0045 0.210
C -0.104878 1.056763 3.984130 0.0209 -0.0407 -0.0741 -0.198
H 4.453321 -1.782519 -1.081981 0.0247 0.0176 0.0046 0.430
H -2.765671 -0.494556 -2.228948 -0.0070 -0.0030 -0.0003 0.191
H -0.715917 -4.620641 -2.650302 0.0000 0.0124 -0.0122 0.232
H 0.199628 0.553897 -3.695796 -0.0482 0.0307 -0.0481 0.396
C -1.883303 0.166787 2.104470 -0.0106 0.0160 0.1300 0.279
H -1.702072 0.864321 5.403092 -0.0039 0.0045 0.0102 0.263
C 2.627356 1.688481 2.996399 -0.0779 0.0310 -0.0966 -0.199
C -4.095450 -0.731880 1.309092 0.0911 0.0336 -0.0227 -0.193
H -0.735419 2.765769 -4.250206 0.0035 0.0088 0.0267 0.434
C 3.802954 2.178250 2.449862 0.0103 -0.0170 -0.0346 -0.098
C -2.300046 0.305860 3.422273 0.0402 -0.0178 -0.0585 -0.214
C 0.235616 -4.317157 0.440770 -0.0075 0.2080 -0.0498 0.384

=====

No. 2
55
Properties=species:S:1:pos:R:3:forces:R:3:nbo_charge:R:1 method="wB97M-V/def2-TZVPD" fmax_ev_per_a=6.77 spin_multiplicity=5 gap_ev="8.44 / 5.44" total_energy_ev=-44286.2845 s_squared=6.0496 charge=+4
C -2.917892 -2.933328 -2.583672 -0.1840 -0.3403 -0.2152 -0.756
C 3.816515 -3.891004 1.587671 0.7754 1.9417 -0.1354 -0.126
N -2.097259 -0.869299 -1.227416 -0.2040 -0.8956 -0.8398 -0.534
H 1.653571 -1.401515 3.305850 -0.3773 0.0035 -0.3991 0.278
C 3.094254 -5.091617 1.542776 0.3214 -0.2795 0.2179 0.096
H -3.867267 -2.705649 -3.080552 0.1274 -0.0982 0.0715 0.308
O 1.327625 2.428783 2.505052 -3.1720 -2.9219 -2.0758 -0.327
C -0.545337 3.561487 -1.857476 1.0175 -0.4189 -0.8378 -0.168
O -2.924048 -1.206964 1.671910 3.6410 2.7781 -0.6377 -0.329
H -2.918957 4.677412 3.069748 -0.1990 -0.2260 0.0520 0.316
H 2.213652 -1.141926 -1.305714 -0.0708 0.0980 -0.0057 0.280
C -0.416217 2.497765 -2.755562 1.0978 1.8544 0.8483 -0.118
C -2.826125 2.898969 -1.384878 -1.3728 -1.9677 -1.2406 -0.108
C 1.149755 -3.841900 0.730614 -0.0846 -1.6699 0.1977 -0.206
H -3.770791 3.069560 -0.865088 0.2413 -0.0834 -0.2452 0.257
P 1.187619 -0.886675 0.845138 -0.3414 -1.3223 0.0676 0.956
H 4.859366 -3.910124 1.893289 -0.0993 0.0458 -0.0444 0.289
H 0.615982 -0.328086 -1.534571 0.1048 -0.0521 0.0414 0.265
C -3.441654 3.715695 2.952439 -0.2315 0.3570 0.0365 -0.765
H 4.495586 1.833207 -1.797965 -0.0191 0.2193 0.1268 0.287
H -1.411778 0.809414 -3.686531 -0.0615 0.3002 0.2000 0.254
H -3.054376 -3.798587 -1.923627 -0.0126 0.1493 -0.2053 0.291
C -1.742913 3.758253 -1.164777 0.9779 0.9497 0.0350 0.007
C 4.099024 2.652552 -1.185068 0.4148 0.1173 -0.0498 -0.756
C 0.610899 1.764558 1.878288 4.4218 4.2299 1.8811 0.514
C -2.487830 -1.790760 -1.812202 0.4822 0.9305 0.4826 0.444
C 1.851824 -2.638126 0.906079 0.9773 -0.0361 0.1111 -0.085
H 4.737476 2.802137 -0.306357 -0.0888 0.0081 -0.2094 0.299
H -2.157487 -3.152269 -3.344537 -0.2222 -0.0336 0.1482 0.288
H 0.196785 -2.364818 2.741579 0.1965 0.4576 -0.0045 0.259
H 3.569915 -6.036110 1.826302 -0.1929 0.2655 -0.1215 0.288
H -1.846541 4.595730 -0.470945 0.0875 -0.1803 -0.2554 0.251
C -1.503089 1.634923 -2.975081 -0.7328 -0.6619 -0.3870 0.044
H 0.136013 -3.832892 0.330353 0.1406 -0.1592 0.2538 0.247
H -3.555471 1.183129 -2.478303 0.3321 0.3319 0.0541 0.271
N -2.044910 2.151538 1.415364 -0.7637 1.1055 0.4787 -0.554
N 1.664028 2.035064 -0.503321 1.1646 0.0760 -0.4391 -0.546
H 0.723854 -2.109642 -1.240300 -0.1055 0.1856 -0.0616 0.261
H 0.520383 2.348017 -3.297915 -0.3286 0.0939 0.1617 0.260
C 1.152675 -1.127803 -1.029235 -0.1509 0.1461 -0.3160 -0.855
C 1.768572 -5.051247 1.077672 -1.8749 0.8442 -0.8108 -0.124
H -4.427318 3.882460 2.494370 0.1506 0.0212 0.2344 0.317
H 0.019713 -0.608929 3.183427 0.2836 -0.2398 -0.0604 0.243
C -2.671003 2.872540 2.075037 0.9239 -1.2907 -0.5522 0.591
H 0.294478 4.244107 -1.700657 -0.3747 -0.2598 -0.0765 0.259
C -2.704745 1.845713 -2.296761 -1.3040 0.6414 1.0367 -0.226
H 1.240229 -5.991167 0.975854 -0.1795 0.0779 -0.0465 0.284
C 0.683156 -1.375101 2.773085 -0.1857 0.0033 0.4783 -0.715
H 3.797402 -1.751365 1.202736 0.0760 -0.3814 0.2340 0.260
C 3.226590 -2.682599 1.225889 1.2131 -0.9036 0.4775 -0.241
Pt -0.623628 0.678449 0.855847 -0.1859 0.8613 2.4757 0.707
C 2.754423 2.322020 -0.772290 -1.0029 -0.2969 0.0567 0.451
H -3.556090 3.220981 3.932585 0.0284 0.1714 -0.3570 0.324
H 4.081101 3.570772 -1.782872 0.0658 -0.1337 0.1159 0.305
C -2.029741 -0.535730 1.364720 -5.1404 -4.4128 0.0546 0.488